# C3H4O

A single C3H4O molecule (ωB97M-V/def2-TZVPD, OMol25).

Element x y z (Å)
1 C 0.804 -0.602 0.056
2 C 0.218 0.782 -0.058
3 C -0.647 -0.491 0.035
4 O 1.815 -1.278 0.051
5 H 0.204 1.556 0.685
6 H 0.009 1.290 -1.044
7 H -1.298 -0.780 -0.705
8 H -1.106 -0.476 0.980

Properties
Calculated total energy: -5220.9189 eV
SMILES string: O=C1CC1
Molar mass: 56.1 g/mol
Gap between HOMO and LUMO: 0.3825 hartree
Relative energy (zero: lowest compared OMol25 entry of this formula, charge and spin): 117.51 kJ/mol

# C3H4O

A single C3H4O molecule (ωB97M-V/def2-TZVPD, OMol25).

Element x y z (Å)
1 C -0.047 1.301 0.715
2 C -0.152 -1.568 0.933
3 C 0.102 0.389 -0.390
4 O -0.266 -0.942 -0.238
5 H 0.025 2.160 0.069
6 H -0.476 -2.562 0.824
7 H -0.318 0.693 -1.298
8 H 1.132 0.530 -0.617

Properties
Calculated total energy: -5215.3456 eV
Molar mass: 56.1 g/mol
Gap between HOMO and LUMO: 0.2840 hartree
Relative energy (zero: lowest compared OMol25 entry of this formula, charge and spin): 655.25 kJ/mol

# C3H4O2

A single C3H4O2 molecule (ωB97M-V/def2-TZVPD, OMol25).

Element x y z (Å)
1 C 1.234 -0.533 -0.578
2 C 0.431 0.243 0.390
3 C -1.043 0.193 0.170
4 O 1.616 -1.522 -1.094
5 O 1.168 0.773 -0.716
6 H 0.917 0.281 1.509
7 H -1.642 1.175 0.522
8 H -1.395 -0.632 0.684
9 H -1.285 0.023 -0.887

Properties
Calculated total energy: -7268.7120 eV
SMILES string: C[C@@H]1OC1=O
Molar mass: 72.1 g/mol
Gap between HOMO and LUMO: 0.4003 hartree
Relative energy (zero: lowest compared OMol25 entry of this formula, charge and spin): 190.46 kJ/mol

# C3H4O2

A single C3H4O2 molecule (ωB97M-V/def2-TZVPD, OMol25).

Element x y z (Å)
1 C 0.203 -0.920 0.481
2 C 0.157 -0.080 -0.728
3 C -0.307 1.119 -0.035
4 H -0.592 -1.529 0.716
5 H -0.616 -0.619 -1.197
6 H 1.088 -0.189 -1.399
7 H 0.456 1.558 0.701
8 O 1.135 -0.674 1.325
9 O -1.524 1.335 0.135

Properties
Calculated total energy: -7268.5085 eV
SMILES string: O=CCC=O
Molar mass: 72.1 g/mol
Gap between HOMO and LUMO: 0.3667 hartree
Relative energy (zero: lowest compared OMol25 entry of this formula, charge and spin): 210.09 kJ/mol

Look up the molar mass of the second one. 56.1 g/mol